Here is a molecular structure, C5H6NO from OMol25. Energies are from ωB97M-V/def2-TZVPD.

Results
Total charge: +1
Relative energy (zero: lowest compared OMol25 entry of this formula, charge and spin) (kJ/mol): 426.5
2S+1: 1
Electronic energy (eV): -8808.531
HOMO level (eV): -14.452
M (g mol⁻¹): 96.1

Geometry (Å):
O1 -3.024 0.383 0.884
N1 0.621 -0.361 -0.409
C1 -1.256 0.282 -0.852
C2 -2.226 0.412 0.101
C3 0.083 0.896 -0.994
C4 1.422 -0.370 0.804
C5 -0.557 -0.942 -0.417
H1 -0.982 -1.924 -0.172
H2 2.475 -0.250 0.448
H3 0.519 1.774 -0.362
H4 1.127 0.379 1.463
H5 1.289 -1.237 1.588
H6 0.507 0.962 -2.082

=====

Here is a gas-phase ion, C5H6NO (charge +1) from OMol25. Energies are from ωB97M-V/def2-TZVPD.

Results
Total charge: +1
Relative energy (zero: lowest compared OMol25 entry of this formula, charge and spin) (kJ/mol): 369.9
2S+1: 1
Electronic energy (eV): -8809.118
HOMO level (eV): -15.552
M (g mol⁻¹): 96.1

Geometry (Å):
O1 -1.066 -0.516 -0.549
N1 0.477 0.939 0.358
C1 1.526 -1.155 -0.476
C2 1.762 0.797 0.663
C3 -2.201 0.046 0.052
C4 0.100 -0.125 -0.244
C5 2.479 -0.411 0.156
H1 -1.963 1.017 0.523
H2 1.675 -2.074 -0.907
H3 -2.507 -0.827 0.648
H4 3.549 -0.662 0.288
H5 2.347 1.519 1.297
H6 -2.941 0.048 -0.647

=====

Here is a molecular structure, C5H6NO2PS from OMol25. Energies are from ωB97M-V/def2-TZVPD.

Results
Total charge: 0
Relative energy (zero: lowest compared OMol25 entry of this formula, charge and spin) (kJ/mol): 349.0
2S+1: 1
Electronic energy (eV): -30987.840
HOMO level (eV): -8.812
M (g mol⁻¹): 175.1

Geometry (Å):
S1 0.112 -2.581 -2.993
P1 0.017 -3.584 -1.342
O1 0.838 -2.456 -0.079
O2 -1.219 -2.434 -0.351
N1 -0.490 0.162 1.731
C1 -0.159 1.559 1.527
C2 0.334 0.629 -0.807
C3 0.118 1.846 -0.058
C4 -0.363 -0.694 0.892
C5 -0.248 -1.833 0.212
H1 -0.958 2.054 2.130
H2 1.050 2.532 -0.060
H3 -0.339 0.297 -1.675
H4 0.732 1.615 2.089
H5 -0.735 2.614 -0.317
H6 1.310 0.275 -0.900

=====

Here is a molecular structure, C5H6NO3 from OMol25. Energies are from ωB97M-V/def2-TZVPD.

Results
Total charge: -1
Relative energy (zero: lowest compared OMol25 entry of this formula, charge and spin) (kJ/mol): 141.2
2S+1: 1
Electronic energy (eV): -12914.305
HOMO level (eV): -3.108
M (g mol⁻¹): 128.1

Geometry (Å):
O1 -2.614 -0.875 0.528
O2 -1.975 1.250 -0.067
O3 0.657 0.180 1.068
N1 0.305 0.218 -1.154
C1 -1.975 0.078 0.100
C2 0.933 1.276 -0.876
C3 1.095 1.464 0.620
C4 -0.081 -1.949 -0.101
C5 -0.150 -0.434 -0.049
H1 -0.690 -2.394 0.803
H2 -0.395 -2.393 -1.124
H3 0.382 2.227 0.830
H4 2.171 1.815 0.849
H5 1.357 2.066 -1.486
H6 0.978 -2.529 0.058

=====

Here is a gas-phase ion, C5H6NO3S (charge -1) from OMol25. Energies are from ωB97M-V/def2-TZVPD.

Results
Total charge: -1
Relative energy (zero: lowest compared OMol25 entry of this formula, charge and spin) (kJ/mol): 160.2
2S+1: 3
Electronic energy (eV): -23744.805
HOMO level (spin up / spin down) (eV): -0.693 / -4.269
M (g mol⁻¹): 160.2

Geometry (Å):
S1 1.439 -0.276 -1.671
O1 -0.341 -1.677 -0.203
O2 0.826 -0.753 2.670
O3 0.001 1.264 2.887
N1 0.393 0.309 2.166
C1 0.750 1.330 -1.440
C2 0.757 -0.878 -0.076
C3 -1.590 -1.167 -0.699
C4 0.518 1.518 -0.140
C5 0.537 0.408 0.692
H1 0.724 2.076 -2.242
H2 -1.791 -1.690 -1.628
H3 -2.321 -1.530 0.058
H4 0.196 2.575 0.316
H5 -1.731 -0.120 -0.968
H6 1.634 -1.387 0.279

=====

Here is a molecular structure, C5H6NS from OMol25. Energies are from ωB97M-V/def2-TZVPD.

Results
Total charge: +1
Relative energy (zero: lowest compared OMol25 entry of this formula, charge and spin) (kJ/mol): 314.2
2S+1: 1
Electronic energy (eV): -17596.179
HOMO level (eV): -14.837
M (g mol⁻¹): 112.2

Geometry (Å):
S1 0.241 2.292 2.433
N1 1.849 2.300 2.218
C1 1.312 0.648 0.510
C2 1.434 -0.217 -0.702
C3 2.047 1.417 1.374
C4 -1.300 0.481 0.831
C5 -0.014 1.096 1.132
H1 0.387 -0.509 -1.109
H2 2.036 0.323 -1.424
H3 1.867 -1.140 -0.381
H4 -1.760 0.875 -0.146
H5 -2.168 0.697 1.410
H6 -1.087 -0.656 0.693

=====

Here is 2 unconnected molecules or ions with the total composition C5H6NS from OMol25. Energies are from ωB97M-V/def2-TZVPD.

Results
Total charge: +1
Relative energy (zero: lowest compared OMol25 entry of this formula, charge and spin) (kJ/mol): 121.4
2S+1: 3
Electronic energy (eV): -17593.780
HOMO level (spin up / spin down) (eV): -13.537 / -13.546
M (g mol⁻¹): 112.2

Geometry (Å):
S1 -1.725 -1.914 0.325
N1 -0.296 -1.414 -0.060
C1 2.161 -0.942 -0.390
C2 -3.980 1.665 0.480
C3 -4.028 1.527 -0.697
C4 0.833 -1.093 -0.171
C5 3.032 0.047 0.246
H1 2.759 0.025 1.411
H2 2.689 0.975 -0.175
H3 2.551 -1.814 -0.928
H4 -3.599 1.786 1.451
H5 -4.453 1.435 -1.644
H6 4.054 -0.284 0.154

=====

Here is a molecular structure, C5H6NiO2 from OMol25. Energies are from ωB97M-V/def2-TZVPD.

Results
Total charge: 0
Relative energy (zero: lowest compared OMol25 entry of this formula, charge and spin) (kJ/mol): 4.5
2S+1: 3
Electronic energy (eV): -50411.075
HOMO level (spin up / spin down) (eV): -5.842 / -7.498
M (g mol⁻¹): 156.8

Geometry (Å):
Ni1 -0.232 -2.885 3.324
O1 -0.741 -0.787 3.010
O2 1.579 0.452 -2.569
C1 0.526 1.124 -2.110
C2 -1.201 0.100 -1.307
C3 -0.361 0.028 -0.398
C4 0.273 -0.269 0.894
C5 -0.657 -0.043 2.056
H1 -1.280 0.872 2.014
H2 0.676 -1.290 0.923
H3 0.906 1.944 -1.466
H4 1.125 0.420 1.043
H5 1.491 0.294 -3.518
H6 -2.103 0.040 -1.895

=====

Here is a single C5H6O molecule from OMol25. Energies are from ωB97M-V/def2-TZVPD.

Results
Total charge: 0
Relative energy (zero: lowest compared OMol25 entry of this formula, charge and spin) (kJ/mol): 476.2
2S+1: 1
Electronic energy (eV): -7324.349
HOMO level (eV): -9.213
M (g mol⁻¹): 82.1

Geometry (Å):
O1 0.373 -1.522 -0.940
C1 -1.158 0.377 -0.428
C2 -2.353 0.552 -0.313
C3 0.566 0.602 0.018
C4 0.308 -0.294 -1.118
C5 1.167 -0.231 1.099
H1 -3.385 0.764 -0.112
H2 0.640 1.691 0.013
H3 0.311 0.162 -2.106
H4 2.123 -0.672 0.763
H5 0.572 -1.143 0.929
H6 1.270 0.207 2.094

=====

Here is a molecular structure, C5H6O from OMol25. Energies are from ωB97M-V/def2-TZVPD.

Results
Total charge: 0
Relative energy (zero: lowest compared OMol25 entry of this formula, charge and spin) (kJ/mol): 430.1
2S+1: 1
Electronic energy (eV): -7324.826
HOMO level (eV): -8.502
M (g mol⁻¹): 82.1

Geometry (Å):
O1 1.119 -0.846 -1.364
C1 0.100 -0.945 0.899
C2 -0.053 0.987 -0.153
C3 -1.358 0.210 0.086
C4 0.954 -0.214 -0.126
C5 -1.230 -1.062 0.615
H1 0.239 -1.098 -1.680
H2 0.422 -0.976 1.939
H3 -2.323 0.697 -0.023
H4 1.960 0.025 0.234
H5 0.208 1.673 0.669
H6 -0.038 1.549 -1.096

=====

Here is a single C5H6O molecule from OMol25. Energies are from ωB97M-V/def2-TZVPD.

Results
Total charge: 0
Relative energy (zero: lowest compared OMol25 entry of this formula, charge and spin) (kJ/mol): 267.5
2S+1: 1
Electronic energy (eV): -7326.512
HOMO level (eV): -9.923
M (g mol⁻¹): 82.1

Geometry (Å):
O1 -1.014 0.962 0.949
C1 -1.069 -1.130 -0.278
C2 1.147 0.945 -0.423
C3 0.371 0.686 0.831
C4 -1.444 -1.718 -1.261
C5 -0.613 -0.404 0.894
H1 0.893 0.890 1.768
H2 2.153 0.538 -0.264
H3 0.689 0.421 -1.267
H4 1.231 2.010 -0.644
H5 -1.773 -2.246 -2.132
H6 -0.571 -0.954 1.827

=====

Here is a molecular structure, C5H6O from OMol25. Energies are from ωB97M-V/def2-TZVPD.

Results
Total charge: 0
Relative energy (zero: lowest compared OMol25 entry of this formula, charge and spin) (kJ/mol): 406.6
2S+1: 1
Electronic energy (eV): -7325.071
HOMO level (eV): -8.393
M (g mol⁻¹): 82.1

Geometry (Å):
O1 -0.793 -1.353 1.073
C1 0.485 -0.843 -1.252
C2 -0.372 -0.394 0.484
C3 -1.051 0.934 0.242
C4 1.454 0.072 0.874
C5 1.353 -0.420 -0.271
H1 -2.016 0.742 -0.235
H2 0.293 -1.906 -1.358
H3 2.024 0.369 1.733
H4 -1.238 1.407 1.211
H5 -0.454 1.602 -0.380
H6 0.315 -0.212 -2.121

=====

Here is a single C5H6O molecule from OMol25. Energies are from ωB97M-V/def2-TZVPD.

Results
Total charge: 0
Relative energy (zero: lowest compared OMol25 entry of this formula, charge and spin) (kJ/mol): 296.1
2S+1: 1
Electronic energy (eV): -7326.215
HOMO level (eV): -8.742
M (g mol⁻¹): 82.1

Geometry (Å):
O1 0.658 -1.540 0.816
C1 -0.158 -0.626 1.345
C2 1.136 0.233 -0.465
C3 1.452 -1.027 -0.216
C4 0.007 0.557 0.469
C5 -1.474 0.427 -0.140
H1 2.175 -1.706 -0.643
H2 -1.734 -0.544 -0.588
H3 1.599 0.857 -1.209
H4 -1.468 1.172 -0.924
H5 -2.253 0.670 0.595
H6 0.061 1.528 0.958

=====

Here is a molecular structure, C5H6O from OMol25. Energies are from ωB97M-V/def2-TZVPD.

Results
Total charge: 0
Relative energy (zero: lowest compared OMol25 entry of this formula, charge and spin) (kJ/mol): 602.0
2S+1: 1
Electronic energy (eV): -7323.045
HOMO level (spin up / spin down) (eV): -8.043 / -7.627
M (g mol⁻¹): 82.1

Geometry (Å):
O1 -0.540 -0.054 -1.408
C1 -0.771 -1.311 1.457
C2 0.187 0.915 -2.234
C3 0.966 1.401 -1.225
C4 0.243 0.441 -0.392
C5 0.134 -0.203 1.330
H1 0.983 0.086 1.999
H2 -1.327 -1.472 0.654
H3 -0.066 1.244 -3.225
H4 1.864 2.029 -1.154
H5 -0.202 -2.148 1.922
H6 -1.471 -0.928 2.277

=====

Here is 2 unconnected molecules or ions with the total composition C5H6O from OMol25. Energies are from ωB97M-V/def2-TZVPD.

Results
Total charge: 0
Relative energy (zero: lowest compared OMol25 entry of this formula, charge and spin) (kJ/mol): 478.4
2S+1: 1
Electronic energy (eV): -7324.326
HOMO level (spin up / spin down) (eV): -8.707 / -8.707
M (g mol⁻¹): 82.1

Geometry (Å):
O1 1.086 0.579 2.393
C1 0.675 0.668 -1.127
C2 0.374 -0.329 2.052
C3 -0.875 -0.857 -1.046
C4 -0.643 0.433 -0.527
C5 -0.094 -0.333 -2.038
H1 -0.711 -0.352 2.278
H2 0.762 -1.222 1.521
H3 -1.402 1.212 -0.420
H4 1.516 0.184 -0.640
H5 -1.612 -1.638 -0.930
H6 0.925 1.655 -1.515

=====

Here is a molecular structure, C5H6O from OMol25. Energies are from ωB97M-V/def2-TZVPD.

Results
Total charge: 0
Relative energy (zero: lowest compared OMol25 entry of this formula, charge and spin) (kJ/mol): 380.0
2S+1: 1
Electronic energy (eV): -7325.346
HOMO level (eV): -9.046
M (g mol⁻¹): 82.1

Geometry (Å):
O1 2.623 -0.515 0.304
C1 -0.500 1.106 -0.151
C2 0.543 -1.445 -0.117
C3 -1.304 -0.143 -0.092
C4 0.826 1.036 -0.038
C5 1.432 -0.312 0.087
H1 -2.158 -0.139 -0.787
H2 -0.655 -1.087 -0.583
H3 1.482 1.900 -0.016
H4 -1.668 -0.404 0.902
H5 -1.017 2.052 -0.294
H6 0.395 -2.050 0.784

=====

Here is a single C5H6O molecule from OMol25. Energies are from ωB97M-V/def2-TZVPD.

Results
Total charge: 0
Relative energy (zero: lowest compared OMol25 entry of this formula, charge and spin) (kJ/mol): 352.8
2S+1: 1
Electronic energy (eV): -7325.628
HOMO level (spin up / spin down) (eV): -9.024 / -8.669
M (g mol⁻¹): 82.1

Geometry (Å):
O1 -0.960 1.527 -2.082
C1 -0.446 -0.472 -0.916
C2 -0.527 0.958 -1.082
C3 0.336 1.510 -0.090
C4 0.509 -0.986 1.327
C5 -0.306 -1.237 0.288
H1 -0.951 -2.115 0.342
H2 1.326 -0.280 1.231
H3 -0.633 -1.008 -1.851
H4 0.152 1.408 0.972
H5 1.120 2.186 -0.417
H6 0.380 -1.492 2.279

=====

Here is a single C5H6O molecule from OMol25. Energies are from ωB97M-V/def2-TZVPD.

Results
Total charge: 0
Relative energy (zero: lowest compared OMol25 entry of this formula, charge and spin) (kJ/mol): 321.0
2S+1: 1
Electronic energy (eV): -7325.957
HOMO level (eV): -9.052
M (g mol⁻¹): 82.1

Geometry (Å):
O1 -0.867 -0.536 -2.194
C1 -0.297 0.715 1.097
C2 -0.372 -0.255 -1.133
C3 1.081 0.018 -0.730
C4 -0.932 -0.326 0.239
C5 0.753 -0.281 0.746
H1 -0.628 0.752 2.128
H2 -0.270 1.684 0.605
H3 1.393 1.053 -0.913
H4 1.792 -0.655 -1.214
H5 0.156 -1.289 0.792
H6 -1.810 -0.880 0.577